Here is 2 unconnected molecules or ions with the total composition C11H15ClNO3 from OMol25. Energies are from the ωB97M-V functional and the def2-TZVPD basis.

```
31
Properties=species:S:1:pos:R:3:forces:R:3
C 3.61093 -1.22070 -0.73027 -0.050 0.400 0.135
C 2.93769 0.16353 -0.77807 -0.290 -0.515 0.104
C 1.83697 0.33495 -1.85058 0.264 0.205 0.351
C 0.72069 -0.61735 -1.57470 0.334 0.363 -0.312
C -0.17638 -0.31124 -0.55395 -0.208 -0.879 -0.158
C -1.18802 -1.19356 -0.24512 0.320 0.734 0.182
N -1.31001 -2.33377 -0.93298 0.047 -0.237 -0.161
C -0.47594 -2.67177 -1.92782 0.455 0.419 -0.143
C 0.55079 -1.81476 -2.27840 -0.539 -0.346 0.191
Cl 1.53692 -2.27441 -3.59996 0.082 0.023 -0.046
H 4.68092 -1.09535 -0.61200 0.165 -0.120 0.008
H 3.25494 -1.78072 0.12882 -0.030 -0.183 0.052
H 3.44171 -1.81599 -1.61879 0.022 -0.050 -0.227
H 2.44466 0.32149 0.17968 0.065 0.204 0.180
H 3.67383 0.95146 -0.87521 0.058 0.168 -0.232
H 2.21860 0.24620 -2.86116 0.096 -0.178 -0.094
H 1.45814 1.34658 -1.72917 -0.173 0.136 -0.127
H -0.06993 0.59167 0.01589 -0.050 0.191 0.142
H -1.87921 -0.96148 0.54580 -0.219 -0.237 0.059
H -2.05733 -2.97849 -0.71635 -0.074 0.017 0.145
H -0.62260 -3.60796 -2.43646 -0.177 -0.150 0.000
C -3.16657 1.97703 1.75431 -0.117 0.076 -0.005
C -2.79747 2.86900 2.92300 -0.125 0.139 -0.019
O -1.78727 2.09754 3.59044 -0.021 -0.031 -0.102
C -1.23574 1.25674 2.70470 0.033 0.039 0.109
O -0.26555 0.59398 2.87750 0.078 -0.091 -0.088
O -1.94348 1.24894 1.53844 -0.240 0.081 -0.032
H -3.44489 2.52934 0.86093 0.150 -0.049 -0.062
H -3.95790 1.26805 2.00197 0.030 -0.005 0.040
H -2.35989 3.81599 2.60577 0.026 -0.025 -0.015
H -3.62860 3.06506 3.59375 0.089 -0.097 0.124
```
Positions in Å, forces in eV/Å.

Output
Net charge: +1
Energy (a.u.): -1168.60838
Relative energy (zero: lowest compared OMol25 entry of this formula, charge and spin) (kcal per mole): 0.0
Orbital gap (Ha): 0.3573

Atom charges from the natural (NBO) analysis, given in e for atoms 1 to 5:
1 C -0.631
2 C -0.380
3 C -0.452
4 C 0.118
5 C -0.221

=====

Here is C4H10O2 in the gas phase at a distorted geometry from OMol25. Energies are from the ωB97M-V functional and the def2-TZVPD basis.

```
16
Properties=species:S:1:pos:R:3:forces:R:3
C -2.12668 -0.61630 -0.09878 0.015 -0.036 0.010
C -0.99687 0.23584 0.48461 0.085 0.029 0.129
C 0.40051 -0.12858 -0.00353 0.118 -0.220 0.625
O 0.39094 -0.47446 -1.36407 0.119 -0.098 -0.200
C 1.49449 0.91302 0.17924 -0.260 0.046 0.193
O 2.64785 0.19704 -0.26174 0.317 -0.088 0.391
H -3.08656 -0.31449 0.33605 0.179 -0.065 -0.054
H -2.19570 -0.49565 -1.18404 0.082 -0.017 0.195
H -1.98040 -1.68095 0.11014 0.008 0.123 -0.017
H -1.20937 1.29404 0.27335 0.180 -0.180 -0.061
H -0.97175 0.13793 1.57505 -0.134 0.068 -0.045
H 0.86591 -0.99471 0.60473 -1.250 0.509 -0.442
H 1.33584 -0.42478 -1.59648 -0.368 -0.125 -0.358
H 1.59797 1.21420 1.22830 -0.036 0.027 -0.059
H 1.36009 1.80574 -0.44487 0.019 -0.310 0.044
H 2.47373 -0.66790 0.16203 0.928 0.339 -0.348
```
Positions in Å, forces in eV/Å.

Output
Energy (a.u.): -308.85950
Relative energy (zero: lowest compared OMol25 entry of this formula, charge and spin) (kcal per mole): 24.3
SMILES: CC[C@@H](O)CO
Orbital gap (Ha): 0.4068

Atom charges from the natural (NBO) analysis, given in e for atoms 1 to 5:
1 C -0.602
2 C -0.418
3 C 0.103
4 O -0.722
5 C -0.096

=====

Here is 7 unconnected molecules or ions with the total composition C18H28NO21S at a distorted geometry from OMol25. Energies are from the ωB97M-V functional and the def2-TZVPD basis.

```
69
Properties=species:S:1:pos:R:3:forces:R:3
N 0.15333 1.55263 -0.18849 -4.794 -2.152 -1.850
O 0.02676 0.24505 -0.20070 0.593 2.150 0.275
O -0.98208 2.22091 -0.49245 3.647 -1.169 1.171
O 1.22274 2.05831 0.01083 0.502 0.965 0.484
O 3.24157 -2.55506 -0.47760 0.259 0.362 1.468
S 3.30436 -2.35063 -1.87144 0.053 0.040 -3.305
O 4.19756 -1.47099 -2.59097 -0.806 0.319 1.523
O 3.71717 -3.76515 -2.53600 -2.794 0.851 -1.451
C 4.76828 -4.49796 -2.11236 3.455 -0.700 4.481
C 4.79127 -5.84745 -2.70723 -3.144 -1.927 0.782
C 1.60409 -2.05613 -2.54957 -0.976 -3.675 -1.035
H 4.76979 -4.58170 -0.98923 -0.715 -0.235 -0.582
H 5.77866 -4.04851 -2.14248 -0.439 0.589 -1.153
H 5.41886 -6.65536 -2.26953 -0.174 1.071 -0.286
H 4.84585 -5.75796 -3.73469 1.145 -0.007 -2.365
H 3.70327 -6.22497 -2.69700 1.335 0.194 0.635
H 1.70338 -2.39367 -3.66560 -0.033 1.302 1.892
H 1.33883 -0.97899 -2.37072 0.120 -1.241 -0.061
H 0.75986 -2.96682 -2.17913 2.632 3.114 -0.413
C -0.33671 4.26874 2.65999 2.759 -2.081 -1.524
C 1.03689 4.66964 2.15775 0.735 0.047 1.177
O 1.03190 6.08077 2.51616 0.399 0.680 -1.047
C -0.11442 6.42251 3.12197 0.818 2.785 0.877
O -0.37961 7.55695 3.53663 0.382 -3.054 -1.116
O -0.84230 5.33578 3.21039 -2.846 5.598 5.226
H -0.29370 3.43690 3.26746 0.259 -1.616 1.923
H -1.15644 4.17017 2.10868 -2.219 -2.545 -4.700
H 1.16794 4.47928 1.06906 0.421 0.274 0.977
H 1.80458 4.28297 2.91575 -0.730 -0.067 -1.874
C 0.75089 -4.41291 1.17191 -3.631 2.794 -0.761
C 0.79631 -2.87736 1.45583 4.046 0.806 -0.867
O -0.08715 -2.72287 2.47786 -3.338 1.343 2.702
C -0.51105 -3.89883 3.04837 2.755 0.896 -2.383
O -1.19150 -4.18599 3.94930 -1.627 0.972 1.643
O 0.17749 -4.80144 2.39488 0.637 -4.046 -0.482
H 1.60206 -4.99893 0.99034 1.174 -0.315 -0.377
H -0.08408 -4.48524 0.35521 1.650 -0.561 1.080
H 0.59091 -2.17099 0.64504 -0.524 -0.548 -0.150
H 1.80704 -2.44928 1.82091 -1.101 -1.202 -0.428
C -5.41943 3.38905 -1.84353 1.408 1.982 -3.147
C -4.41566 3.03423 -0.77882 -4.366 5.814 4.098
O -4.85226 1.88397 -0.11195 -1.304 -1.190 0.712
C -6.02141 1.59171 -0.59360 -6.003 -3.579 1.366
O -6.85331 0.68833 -0.20621 4.303 3.757 -1.708
O -6.40326 2.49347 -1.53961 -1.835 -2.019 -0.076
H -4.96162 3.25478 -3.03248 -1.451 0.337 3.340
H -5.89309 4.45678 -1.71175 1.301 -1.943 -0.502
H -4.44392 3.96736 0.01160 0.611 -2.421 -1.687
H -3.55257 2.69260 -0.94598 7.509 -0.802 -2.438
C 2.55693 0.21440 2.84889 -3.089 -0.111 2.914
C 1.21169 0.88866 3.35370 0.126 -3.176 5.120
O 1.67236 1.96900 4.18458 1.026 0.984 -0.349
C 3.04148 2.20807 3.98388 -1.229 3.721 1.623
O 3.60892 3.26921 4.42766 -2.163 -5.613 -2.250
O 3.47610 1.19963 3.25408 3.059 0.877 -1.220
H 2.18320 0.12173 1.82861 2.064 -0.418 -0.723
H 2.80327 -0.69229 3.53181 -0.513 1.167 -1.990
H 0.71742 0.07335 4.22886 0.794 2.386 -3.001
H 0.49981 1.20857 2.61837 -0.169 0.124 -0.367
C -3.46437 -0.88388 -2.95260 0.777 -2.273 2.478
C -2.20297 -0.13152 -2.51747 -6.096 4.276 -0.643
O -1.98009 0.60204 -3.73956 4.190 -0.031 1.767
C -3.03042 0.60874 -4.40931 -2.339 7.014 -8.276
O -3.30693 1.40236 -5.40171 1.819 -2.977 3.634
O -3.92428 -0.16975 -4.01492 -4.353 -1.721 0.465
H -4.26981 -1.23447 -2.26353 0.680 1.159 -0.154
H -3.07819 -1.77488 -3.33827 0.417 -1.997 -0.786
H -1.41624 -0.59221 -2.20864 4.838 -3.310 1.486
H -2.41395 0.63559 -1.77124 0.102 -0.026 0.204
```
Positions in Å, forces in eV/Å.

Output
Net charge: -1
Energy (a.u.): -2735.34119
Relative energy (zero: lowest compared OMol25 entry of this formula, charge and spin) (kcal per mole): 69.1
Orbital gap (Ha): 0.3120

Atom charges from the natural (NBO) analysis, given in e for atoms 1 to 5:
1 N 0.695
2 O -0.623
3 O -0.602
4 O -0.446
5 O -0.928

=====

Here is 2 unconnected molecules or ions with the total composition CH5N2O at a distorted geometry from OMol25. Energies are from the ωB97M-V functional and the def2-TZVPD basis.

```
9
Properties=species:S:1:pos:R:3:forces:R:3
C -0.25941 0.81234 0.33890 3.049 0.112 1.557
N 0.13525 -1.40685 -0.02701 1.763 -2.614 2.945
N 0.45924 -0.33008 0.88508 1.039 -0.292 -1.331
O 2.52820 0.18588 -0.09925 -2.222 -0.521 0.939
H 0.33485 1.66142 0.67844 -0.664 0.434 0.591
H 0.01741 0.81910 -0.65153 -0.226 0.183 -2.966
H -1.29680 0.84193 0.52303 -1.383 -0.002 0.341
H 0.73409 -1.31363 -0.82906 0.381 0.680 -0.875
H 0.68340 -2.25292 0.45296 -1.735 2.021 -1.200
```
Positions in Å, forces in eV/Å.

Output
Net charge: -1
Energy (a.u.): -225.62745
Relative energy (zero: lowest compared OMol25 entry of this formula, charge and spin) (kcal per mole): 153.7
Orbital gap (spin up / spin down) (Ha): 0.2601 / 0.2621

Atom charges from the natural (NBO) analysis, given in e for atoms 1 to 5:
1 C -0.479
2 N -0.710
3 N -0.256
4 O -0.757
5 H 0.202

=====

Here is C2H4N2O2S in the gas phase at a distorted geometry from OMol25. Energies are from the ωB97M-V functional and the def2-TZVPD basis.

```
11
Properties=species:S:1:pos:R:3:forces:R:3
O -2.52895 0.12852 -0.52632 -1.797 1.827 1.194
N -1.64845 -0.67891 0.15955 -2.426 -5.280 0.970
C -0.35139 -0.32637 0.11978 -0.114 -3.889 -0.612
N -0.30836 0.86929 0.28575 5.013 6.729 -0.652
O 1.14629 1.24708 -0.33421 -1.926 1.275 0.178
C 2.07923 0.29197 -0.09156 -0.294 -0.952 3.397
S 1.07941 -1.28893 -0.20775 0.141 -0.417 -0.288
H -2.94575 0.84726 0.12150 1.624 -2.401 -1.605
H -1.95961 -1.73953 0.21710 0.857 3.289 -0.421
H 2.48788 0.37522 1.00314 -0.632 -0.364 -1.681
H 2.94970 0.27441 -0.74699 -0.447 0.183 -0.482
```
Positions in Å, forces in eV/Å.

Output
Energy (a.u.): -736.59592
Relative energy (zero: lowest compared OMol25 entry of this formula, charge and spin) (kcal per mole): 131.1
SMILES: ONC1=NOCS1
Orbital gap (Ha): 0.3482

Atom charges from the natural (NBO) analysis, given in e for atoms 1 to 5:
1 O -0.529
2 N -0.326
3 C 0.182
4 N -0.150
5 O -0.449

=====

Here is 2 unconnected molecules or ions with the total composition C3H10NO at a distorted geometry from OMol25. Energies are from the ωB97M-V functional and the def2-TZVPD basis.

```
15
Properties=species:S:1:pos:R:3:forces:R:3
C -0.24186 -1.05308 -0.10745 1.364 2.056 0.667
O 0.29628 0.19778 0.67278 -1.926 -1.869 -1.648
C -1.33636 -0.56806 -1.00134 2.278 -2.264 -0.212
C -1.20241 -0.72053 -2.45480 0.284 1.839 1.568
N 2.06443 1.80919 2.88953 -1.510 -0.520 -0.316
H -0.63200 -1.82457 0.54050 -0.417 0.004 0.772
H 0.64275 -1.46001 -0.55639 0.209 -0.187 -0.705
H 0.03815 0.88912 0.04084 0.502 0.413 0.505
H -2.10085 -0.16013 -0.35906 -0.865 0.746 -0.688
H -1.92913 -0.02011 -2.87827 0.291 -0.456 -0.789
H -0.08920 -0.55936 -2.69423 -1.332 0.189 0.186
H -1.27783 -1.74118 -2.84859 -0.449 -0.400 0.192
H 1.66690 2.71159 3.22464 0.759 -0.457 0.060
H 2.46981 1.08781 3.50080 0.345 0.594 0.233
H 1.63133 1.41155 2.03106 0.467 0.312 0.175
```
Positions in Å, forces in eV/Å.

Output
Net charge: +2
Energy (a.u.): -249.43926
Spin multiplicity: 2
Relative energy (zero: lowest compared OMol25 entry of this formula, charge and spin) (kcal per mole): 101.5
Orbital gap (spin up / spin down) (Ha): 0.3344 / 0.2807

Atom charges from the natural (NBO) analysis, given in e for atoms 1 to 5:
1 C -0.205
2 O -0.699
3 C 0.414
4 C -0.778
5 N -0.311

=====

Here is 4 unconnected molecules or ions with the total composition C4H16N8O4 at a distorted geometry from OMol25. Energies are from the ωB97M-V functional and the def2-TZVPD basis.

```
32
Properties=species:S:1:pos:R:3:forces:R:3
C -0.31069 1.75343 0.73854 -0.771 2.838 -0.588
O -0.05023 2.69838 0.02093 0.868 1.745 -1.850
N 0.52537 0.96151 1.26798 4.151 -3.027 1.790
N -1.51105 1.56360 1.19481 -4.041 -0.533 0.905
H 1.52057 1.12158 1.20440 -0.325 -0.397 -0.384
H 0.13841 0.11530 1.66077 0.662 -0.261 0.270
H -2.29128 2.04734 0.77369 0.218 -0.338 0.112
H -1.62891 0.71902 1.73600 -0.784 0.217 -0.168
C -1.92895 -1.81313 2.18145 -0.965 -1.776 2.157
O -1.04765 -1.28222 1.51826 0.168 0.213 -0.610
N -3.04033 -2.41595 1.80990 -1.575 0.019 -4.479
N -1.86420 -2.05508 3.49374 2.717 1.389 2.256
H -3.81587 -2.68619 2.39778 0.060 -0.117 0.507
H -3.20935 -2.43958 0.81442 -0.407 0.093 -0.062
H -0.93315 -1.98109 3.87815 -0.290 0.131 0.516
H -2.63282 -2.42077 4.03741 0.047 -0.225 -0.059
C 1.15948 2.87464 -3.19466 -0.214 0.819 0.649
O 1.19799 3.16000 -4.35499 0.924 1.586 -2.962
N 0.87947 1.67932 -2.81296 -1.373 -5.129 1.657
N 1.35026 3.68600 -2.15048 1.177 2.930 0.153
H 0.54955 1.54868 -1.86734 0.284 -0.298 -0.014
H 0.81629 0.91015 -3.46448 -0.257 0.506 0.098
H 1.89482 4.49675 -2.40786 -0.414 0.100 0.371
H 1.20217 3.46109 -1.17704 -0.105 -0.370 -0.122
C 1.89977 -1.50356 -0.71711 -0.041 -0.107 0.528
O 2.51731 -0.58238 -0.28907 1.590 2.673 1.019
N 2.42740 -2.61233 -1.14552 4.098 -4.055 -2.309
N 0.62546 -1.68115 -0.75690 -5.459 1.490 0.238
H 1.87777 -3.15345 -1.79759 0.384 -0.036 0.113
H 3.40644 -2.54248 -1.38364 -0.049 -0.183 -0.005
H 0.04451 -1.04231 -0.23299 -0.233 -0.318 -0.092
H 0.23146 -2.58504 -0.97562 -0.044 0.421 0.368
```
Positions in Å, forces in eV/Å.

Output
Net charge: -1
Energy (a.u.): -901.10451
Spin multiplicity: 2
Relative energy (zero: lowest compared OMol25 entry of this formula, charge and spin) (kcal per mole): 0.0
Orbital gap (spin up / spin down) (Ha): 0.1060 / 0.3511

Atom charges from the natural (NBO) analysis, given in e for atoms 1 to 5:
1 C 0.750
2 O -0.759
3 N -0.826
4 N -0.823
5 H 0.420